ORCA calculation (wB97M-V/def2-TZVPD) on the molecule C4H9N.

Summary:
Orbital gap (eV): 9.354
Relative energy (zero: lowest compared OMol25 entry of this formula, charge and spin) (kcal/mol): 39.9
F_max (Eh/bohr): 0.07536
SMILES: C=CNCC
LUMO (Eh): 0.0445
Charge: 0
HOMO energy (eV): -8.14

Positions of all 14 atoms, in Å:
C  0.37  -1.37  -2.16
C  -0.24  -0.87  -1.10
N  0.23  0.19  -0.32
C  0.14  0.12  1.20
C  -0.52  1.44  1.51
H  1.35  -1.04  -2.47
H  -0.07  -2.17  -2.73
H  -1.14  -1.31  -0.70
H  1.10  0.58  -0.65
H  -0.51  -0.72  1.44
H  1.14  0.03  1.64
H  -0.89  1.49  0.33
H  0.21  2.25  1.62
H  -1.18  1.38  2.38

Here are the natural (NBO) charges for atoms 1 to 8, given in e: atom 1 (C): -0.508, atom 2 (C): 0.016, atom 3 (N): -0.642, atom 4 (C): -0.220, atom 5 (C): -0.663, atom 6 (H): 0.188, atom 7 (H): 0.205, atom 8 (H): 0.183



ORCA calculation (wB97M-V/def2-TZVPD) on a cluster of 14 separate species, C43H73Cl26F9NS in total.

Summary:
Orbital gap (eV): 7.975
Relative energy (zero: lowest compared OMol25 entry of this formula, charge and spin) (kcal/mol): 24.6
F_max (Eh/bohr): 0.06747
LUMO (Eh): -0.1224
Charge: +1
HOMO energy (eV): -11.31

Positions of all 153 atoms, in Å:
C  -5.85  -0.90  7.62
C  -5.05  -1.99  6.89
C  -5.23  -1.92  5.37
C  -4.40  -3.02  4.70
C  -2.90  -2.69  4.81
C  -2.14  -2.78  3.46
C  -1.63  -1.41  2.98
C  -1.44  -1.34  1.45
C  0.04  -1.50  1.01
C  0.63  -0.22  0.37
C  1.48  -0.59  -0.87
C  2.73  -1.40  -0.53
C  3.79  -0.67  0.30
C  4.32  0.55  -0.46
C  3.56  1.81  -0.31
N  4.23  2.88  -0.08
C  3.56  4.19  0.01
C  2.84  4.54  -1.29
C  1.64  5.48  -1.09
C  1.18  6.02  -2.45
C  0.16  5.11  -3.11
F  -1.02  5.35  -2.46
F  0.42  3.80  -2.91
C  -0.12  5.44  -4.59
F  -1.35  4.98  -4.90
F  -0.17  6.76  -4.76
S  1.06  4.66  -5.85
F  2.21  4.50  -4.76
F  0.49  3.23  -5.55
F  -0.02  4.86  -6.99
F  1.65  6.09  -6.20
F  2.03  4.03  -6.91
C  5.66  2.56  0.05
C  6.74  3.49  -0.48
C  6.68  3.77  -1.96
C  7.13  2.87  -2.91
C  7.08  3.18  -4.23
C  6.60  4.38  -4.66
C  6.16  5.30  -3.74
C  6.21  4.97  -2.42
C  5.78  1.05  -0.19
H  -5.56  0.09  7.28
H  -6.90  -1.05  7.37
H  -5.72  -0.99  8.70
H  -3.99  -1.87  7.16
H  -5.36  -2.98  7.22
H  -6.30  -2.00  5.15
H  -4.89  -0.94  5.02
H  -4.61  -4.00  5.13
H  -4.70  -3.05  3.65
H  -2.40  -3.27  5.58
H  -2.84  -1.64  5.11
H  -2.80  -3.24  2.72
H  -1.28  -3.44  3.57
H  -0.67  -1.26  3.48
H  -2.30  -0.63  3.34
H  -1.97  -2.20  1.04
H  -1.90  -0.45  1.02
H  0.08  -2.28  0.26
H  0.63  -1.78  1.88
H  1.21  0.37  1.09
H  -0.20  0.39  0.01
H  0.84  -1.21  -1.49
H  1.69  0.30  -1.47
H  2.42  -2.33  -0.06
H  3.20  -1.68  -1.48
H  3.38  -0.34  1.26
H  4.60  -1.37  0.47
H  4.21  0.33  -1.53
H  2.48  1.90  -0.38
H  2.89  4.17  0.87
H  4.30  4.97  0.22
H  2.54  3.66  -1.86
H  3.55  5.07  -1.92
H  0.84  5.03  -0.51
H  2.01  6.33  -0.50
H  0.74  7.01  -2.31
H  2.06  6.17  -3.07
H  5.82  2.63  1.14
H  6.74  4.45  0.03
H  7.68  2.99  -0.27
H  7.54  1.92  -2.62
H  7.44  2.48  -4.97
H  6.55  4.63  -5.71
H  5.79  6.27  -4.04
H  5.86  5.70  -1.69
H  6.36  0.50  0.54
H  6.29  0.95  -1.15
C  -5.83  -6.86  3.40
Cl  -6.00  -5.17  2.91
Cl  -5.23  -7.00  5.06
H  -6.80  -7.34  3.34
H  -5.13  -7.35  2.73
C  -3.26  3.22  -6.77
Cl  -3.51  3.36  -8.52
Cl  -4.79  3.10  -5.90
H  -2.67  2.33  -6.57
H  -2.74  4.10  -6.43
C  -6.49  3.03  8.57
Cl  -7.50  1.58  8.56
Cl  -5.38  3.07  7.19
H  -7.13  3.90  8.52
H  -5.91  3.04  9.49
C  -0.25  -4.68  8.11
Cl  -1.92  -4.57  8.67
Cl  0.08  -3.52  6.81
H  0.42  -4.47  8.94
H  -0.07  -5.68  7.73
C  5.15  -2.83  -3.66
Cl  4.93  -1.10  -4.02
Cl  5.78  -3.07  -2.02
H  4.19  -3.32  -3.74
H  5.85  -3.24  -4.37
C  1.49  4.03  -10.37
Cl  0.47  2.60  -10.54
Cl  2.63  4.19  -11.71
H  0.85  4.91  -10.34
H  2.05  3.95  -9.44
C  4.11  -3.03  -7.43
Cl  3.26  -3.85  -6.11
Cl  5.27  -4.10  -8.21
H  3.39  -2.71  -8.16
H  4.65  -2.18  -7.02
C  3.84  -3.34  8.80
Cl  3.54  -3.33  7.05
Cl  2.33  -3.30  9.72
H  4.38  -4.25  9.05
H  4.43  -2.47  9.06
C  3.24  9.01  -6.69
Cl  4.27  10.14  -7.57
Cl  4.18  8.00  -5.58
H  2.51  9.57  -6.11
H  2.74  8.37  -7.40
C  4.78  -3.36  -12.16
Cl  5.56  -4.94  -12.10
Cl  3.66  -3.13  -10.81
H  5.53  -2.59  -12.12
H  4.21  -3.29  -13.09
C  -9.71  -8.04  1.79
Cl  -8.79  -6.93  0.78
Cl  -8.65  -8.94  2.90
H  -10.42  -7.47  2.38
H  -10.23  -8.75  1.16
C  -9.91  -1.45  9.51
Cl  -9.63  -0.76  7.91
Cl  -9.39  -3.13  9.60
H  -9.35  -0.87  10.24
H  -10.97  -1.40  9.73
C  -9.16  -11.36  5.89
Cl  -10.79  -11.23  6.55
Cl  -8.67  -13.05  5.67
H  -9.14  -10.87  4.92
H  -8.46  -10.89  6.57

Here are the Löwdin charges for atoms 1 to 8, given in e: atom 1 (C): -0.167, atom 2 (C): -0.264, atom 3 (C): -0.216, atom 4 (C): -0.245, atom 5 (C): -0.203, atom 6 (C): -0.196, atom 7 (C): -0.201, atom 8 (C): -0.181



ORCA calculation (wB97M-V/def2-TZVPD) on a cluster of 4 separate species, C30H65NO3P in total.

Summary:
Orbital gap (eV): 6.603
F_max (Eh/bohr): 0.06031
LUMO (Eh): 0.0884
Charge: -1
HOMO energy (eV): -4.20

Positions of all 100 atoms, in Å:
C  1.67  -3.45  4.34
C  2.29  -3.95  3.22
C  1.99  -3.59  1.74
N  3.11  -2.74  1.25
P  3.46  -1.40  2.32
C  3.47  0.24  1.41
C  2.25  1.13  1.90
C  5.15  -1.69  3.08
C  5.16  -1.15  4.57
O  0.82  -2.83  1.54
C  -0.36  -3.57  1.79
C  -1.55  -2.52  1.78
C  -2.65  -2.82  2.86
C  -3.16  -1.42  3.40
C  2.07  -4.90  0.85
O  1.46  -5.04  -0.21
O  2.84  -5.84  1.27
H  2.26  -2.88  5.09
H  0.58  -3.53  4.52
H  3.11  -4.69  3.38
H  3.93  -3.34  1.12
H  3.49  0.16  0.30
H  4.43  0.75  1.70
H  2.56  2.12  2.27
H  1.73  0.59  2.73
H  1.53  1.19  1.04
H  5.97  -1.19  2.51
H  5.43  -2.78  3.08
H  4.62  -0.17  4.63
H  6.21  -1.01  4.92
H  4.69  -1.92  5.23
H  -0.58  -4.35  1.03
H  -0.40  -4.06  2.79
H  -1.96  -2.38  0.76
H  -1.09  -1.54  2.06
H  -2.32  -3.48  3.68
H  -3.53  -3.26  2.32
H  -4.19  -1.48  3.83
H  -3.16  -0.64  2.61
H  -2.44  -1.09  4.20
C  -5.16  -0.62  -4.68
C  -3.99  -0.43  -3.71
C  -2.68  -1.03  -4.23
C  -2.70  -2.54  -4.46
C  -3.06  -3.37  -3.23
C  -2.05  -3.21  -2.09
H  -5.37  -1.67  -4.86
H  -6.06  -0.16  -4.28
H  -4.94  -0.14  -5.64
H  -4.25  -0.87  -2.74
H  -3.84  0.64  -3.54
H  -1.88  -0.77  -3.54
H  -2.42  -0.54  -5.18
H  -1.72  -2.85  -4.83
H  -3.40  -2.78  -5.27
H  -3.09  -4.43  -3.52
H  -4.06  -3.12  -2.87
H  -1.05  -3.51  -2.41
H  -2.34  -3.84  -1.25
H  -2.01  -2.18  -1.73
C  -0.45  2.03  4.46
C  -1.32  3.03  5.22
C  -1.61  4.30  4.42
C  -0.37  5.12  4.05
C  0.47  5.58  5.24
C  -0.28  6.51  6.19
H  0.53  2.44  4.23
H  -0.29  1.13  5.07
H  -0.93  1.73  3.53
H  -0.84  3.28  6.17
H  -2.27  2.55  5.47
H  -2.31  4.92  4.98
H  -2.13  4.02  3.49
H  -0.70  6.00  3.49
H  0.26  4.55  3.37
H  1.35  6.12  4.86
H  0.86  4.72  5.79
H  -0.63  7.40  5.67
H  0.37  6.82  7.01
H  -1.14  6.01  6.63
C  1.40  2.74  -8.56
C  1.62  1.42  -7.82
C  0.36  0.92  -7.11
C  -0.16  1.84  -6.00
C  0.84  2.15  -4.89
C  1.28  0.91  -4.12
H  1.13  3.55  -7.87
H  2.31  3.05  -9.07
H  0.61  2.65  -9.31
H  2.44  1.53  -7.12
H  1.93  0.67  -8.55
H  0.57  -0.07  -6.69
H  -0.44  0.78  -7.85
H  -1.05  1.38  -5.56
H  -0.50  2.79  -6.44
H  0.37  2.85  -4.19
H  1.72  2.66  -5.30
H  0.42  0.42  -3.66
H  1.97  1.19  -3.32
H  1.78  0.19  -4.76

Here are the Löwdin charges for atoms 1 to 8, given in e: atom 1 (C): -0.034, atom 2 (C): -0.124, atom 3 (C): -0.497, atom 4 (N): -0.123, atom 5 (P): 0.968, atom 6 (C): -0.405, atom 7 (C): -0.191, atom 8 (C): -0.415



ORCA calculation (wB97M-V/def2-TZVPD) on the molecule C3H6BrI.

Summary:
Orbital gap (eV): 9.679
Relative energy (zero: lowest compared OMol25 entry of this formula, charge and spin) (kcal/mol): 23.7
F_max (Eh/bohr): 0.11558
SMILES: C[C@@H](I)CBr
LUMO (Eh): 0.0103
Charge: 0
HOMO energy (eV): -9.40

Positions of all 11 atoms, in Å:
C  -1.22  -0.51  0.72
C  -0.31  0.09  -0.46
I  -0.76  2.07  -1.35
C  1.17  0.10  -0.05
Br  2.52  0.46  -1.53
H  -1.10  0.05  1.71
H  -2.16  -0.34  0.39
H  -0.99  -1.48  0.80
H  -0.30  -0.48  -1.33
H  1.47  0.81  0.75
H  1.67  -0.76  0.36

Here are the natural (NBO) charges for atoms 1 to 8, given in e: atom 1 (C): -0.594, atom 2 (C): -0.292, atom 3 (I): 0.061, atom 4 (C): -0.426, atom 5 (Br): -0.062, atom 6 (H): 0.216, atom 7 (H): 0.220, atom 8 (H): 0.211